Here is an isolated ion of composition C2H3O2 and charge +1 in a non-equilibrium geometry from the Open Molecules 2025 dataset. Energies are from ωB97M-V with the def2-TZVPD basis set.

Computed properties:
- E_HOMO (eV) = -17.73
- HOMO-LUMO gap (eV) = 10.35
- charge = +1
- total energy (Ha) = -228.1035
- energy relative to the best compared isomer or geometry (same formula, charge and spin) (kJ/mol) = 85.9
- LUMO energy (eV) = -7.37
- molecular weight (g/mol) = 59.0

Atoms and positions in Å:
C -0.893 0.685 0.553
C 0.886 -0.661 -0.575
O 1.170 -0.315 -1.636
O 0.264 0.234 0.364
H -1.120 1.280 1.503
H -1.661 0.282 -0.209
H 1.354 -1.505 -0.001

=====

Here is the molecule C2H3O2P in a non-equilibrium geometry from the Open Molecules 2025 dataset. Energies are from ωB97M-V with the def2-TZVPD basis set.

Computed properties:
- E_HOMO (eV) = -9.62
- HOMO-LUMO gap (eV) = 10.30
- charge = 0
- total energy (Ha) = -569.7526
- energy relative to the best compared isomer or geometry (same formula, charge and spin) (kJ/mol) = 210.7
- LUMO energy (eV) = 0.69
- molecular weight (g/mol) = 90.0
- SMILES = C#COPO

Atoms and positions in Å:
C 1.689 -1.739 0.050
C 1.122 -0.699 -0.072
O 0.350 0.476 -0.403
P -0.743 0.883 0.775
O -1.972 -0.167 0.545
H 2.405 -2.543 0.216
H -1.068 2.020 -0.017
H -2.299 -0.644 -0.257

=====

Here is a 2-piece molecular cluster, C2H3O2P overall in a non-equilibrium geometry from the Open Molecules 2025 dataset. Energies are from ωB97M-V with the def2-TZVPD basis set.

Computed properties:
- E_HOMO (eV) = -9.20
- HOMO-LUMO gap (eV) = 7.99
- charge = 0
- total energy (Ha) = -569.6676
- energy relative to the best compared isomer or geometry (same formula, charge and spin) (kJ/mol) = 434.0
- LUMO energy (eV) = -1.22
- molecular weight (g/mol) = 90.0
- SMILES = C#P=O.C=O

Atoms and positions in Å:
C -2.363 -0.993 -0.160
P -1.601 0.318 0.316
O -1.714 1.753 0.110
H -1.943 -1.935 0.320
C 1.875 0.254 -0.223
O 0.834 0.325 0.328
H 2.263 -0.714 -0.679
H 2.649 0.991 -0.010

=====

Here is the molecule C2H3O2P in a non-equilibrium geometry from the Open Molecules 2025 dataset. Energies are from ωB97M-V with the def2-TZVPD basis set.

Computed properties:
- E_HOMO (eV) = -9.46
- HOMO-LUMO gap (eV) = 9.43
- charge = 0
- total energy (Ha) = -569.7625
- energy relative to the best compared isomer or geometry (same formula, charge and spin) (kJ/mol) = 184.8
- LUMO energy (eV) = -0.02
- molecular weight (g/mol) = 90.0
- SMILES = [H]/P=C\OC=O

Atoms and positions in Å:
H -0.286 1.314 1.348
P -0.357 1.867 0.116
C -0.136 0.629 -1.016
O 0.149 -0.656 -0.719
C 0.255 -1.133 0.509
O -0.107 -0.727 1.586
H -0.280 0.859 -2.132
H 0.761 -2.153 0.308

=====

Here is C2H3O2P as an isolated structure in a non-equilibrium geometry from the Open Molecules 2025 dataset. Energies are from ωB97M-V with the def2-TZVPD basis set.

Computed properties:
- E_HOMO (eV) = -9.39
- HOMO-LUMO gap (eV) = 8.53
- charge = 0
- total energy (Ha) = -569.6727
- energy relative to the best compared isomer or geometry (same formula, charge and spin) (kJ/mol) = 420.5
- LUMO energy (eV) = -0.86
- molecular weight (g/mol) = 90.0

Atoms and positions in Å:
C 2.081 0.796 -1.396
C 0.979 0.894 -0.956
O -1.877 -1.241 0.817
O -0.588 0.645 -0.083
P -0.553 -0.341 1.167
H 2.995 0.805 -1.917
H -1.708 -2.093 0.408
H -1.330 0.534 1.960

=====

Here is a 2-piece molecular cluster, C2H3O2S2 overall in a non-equilibrium geometry from the Open Molecules 2025 dataset. Energies are from ωB97M-V with the def2-TZVPD basis set.

Computed properties:
- E_HOMO (alpha / beta) (eV) = -1.94 / -2.54
- HOMO-LUMO gap (alpha / beta) (eV) = 4.89 / 6.05
- charge = -1
- total energy (Ha) = -1024.8152
- energy relative to the best compared isomer or geometry (same formula, charge and spin) (kJ/mol) = 312.3
- LUMO energy (alpha / beta) (eV) = 2.95 / 3.51
- molecular weight (g/mol) = 123.2

Atoms and positions in Å:
C -0.610 0.347 -0.438
C -1.492 0.329 0.777
O 3.124 -1.628 0.395
O 2.717 -0.216 -1.630
S -0.895 1.372 -1.656
S 2.258 -1.317 -0.761
H -1.320 -0.576 1.320
H -1.122 1.232 1.288
H -2.661 0.456 0.705

=====

Here is a 2-piece molecular cluster, C2H3O2S2 overall in a non-equilibrium geometry from the Open Molecules 2025 dataset. Energies are from ωB97M-V with the def2-TZVPD basis set.

Computed properties:
- E_HOMO (eV) = -4.02
- HOMO-LUMO gap (eV) = 6.26
- charge = -1
- total energy (Ha) = -1024.8927
- energy relative to the best compared isomer or geometry (same formula, charge and spin) (kJ/mol) = 108.9
- LUMO energy (eV) = 2.24
- molecular weight (g/mol) = 123.2

Atoms and positions in Å:
C 2.273 0.401 0.102
C -2.127 0.282 -0.293
O 3.249 0.547 -0.544
O 1.454 0.886 0.812
S 1.456 -1.590 -0.031
S -3.683 0.804 -0.139
H 0.643 -1.251 0.815
H -1.683 0.118 -1.247
H -1.583 -0.196 0.526

=====

Here is an isolated ion of composition C2H3O2S2 and charge -1 in a non-equilibrium geometry from the Open Molecules 2025 dataset. Energies are from ωB97M-V with the def2-TZVPD basis set.

Computed properties:
- E_HOMO (eV) = -3.88
- HOMO-LUMO gap (eV) = 7.29
- charge = -1
- total energy (Ha) = -1024.8971
- energy relative to the best compared isomer or geometry (same formula, charge and spin) (kJ/mol) = 97.4
- LUMO energy (eV) = 3.40
- molecular weight (g/mol) = 123.2
- SMILES = CSSC(=O)[O-]

Atoms and positions in Å:
C -1.574 -0.393 0.181
S -0.533 -1.650 -0.649
S 1.561 -0.890 0.513
C 1.838 1.043 -0.331
O 1.113 1.197 -1.208
O 2.718 1.399 0.380
H -2.289 -1.014 0.801
H -2.005 0.133 -0.522
H -0.828 0.176 0.836

=====

Question: The highest energy relative to the best compared isomer or geometry (same formula, charge and spin) belongs to which entry?
Answer: number 3

=====

Copy entry 3 word for word.
Here is a 2-piece molecular cluster, C2H3O2P overall in a non-equilibrium geometry from the Open Molecules 2025 dataset. Energies are from ωB97M-V with the def2-TZVPD basis set.

Computed properties:
- E_HOMO (eV) = -9.20
- HOMO-LUMO gap (eV) = 7.99
- charge = 0
- total energy (Ha) = -569.6676
- energy relative to the best compared isomer or geometry (same formula, charge and spin) (kJ/mol) = 434.0
- LUMO energy (eV) = -1.22
- molecular weight (g/mol) = 90.0
- SMILES = C#P=O.C=O

Atoms and positions in Å:
C -2.363 -0.993 -0.160
P -1.601 0.318 0.316
O -1.714 1.753 0.110
H -1.943 -1.935 0.320
C 1.875 0.254 -0.223
O 0.834 0.325 0.328
H 2.263 -0.714 -0.679
H 2.649 0.991 -0.010